[1]
{
  "formula": "C5H7N",
  "method": "the ωB97M-V functional and the def2-TZVPD basis",
  "molar_mass_g_mol": 81.12,
  "de_lowest_ev": 5.720,
  "e_lumo_ev": [0.18, 0.25],
  "orbital_gap_ev": [7.8, 7.7],
  "max_force_ev_per_a": 1.2,
  "symbols": ["C", "C", "C", "C", "C", "N", "H", "H", "H", "H", "H", "H", "H"],
  "coordinates": [[-2.2379, 0.3426, 0.1012], [-0.7996, 0.6346, 0.3037], [0.1802, 0.1479, -0.3848], [1.4382, 0.0183, -0.8274], [2.3139, -0.2170, 0.4171], [2.1408, -1.2409, -0.4689], [-2.3788, -0.3561, -0.7265], [-2.7561, 1.2676, -0.1581], [-2.6763, -0.0801, 1.0074], [1.7848, 0.5604, -1.6914], [1.8986, -0.4507, 1.4048], [-0.4352, 1.3361, 1.1010], [1.5273, -1.9627, -0.0779]],
  "forces_ev_per_angstrom": [[-0.411, -0.001, -0.059], [0.731, 0.585, 0.777], [-0.553, -0.142, -0.174], [0.245, 0.314, -0.375], [0.872, 0.156, 0.558], [0.085, -0.872, -0.005], [0.045, 0.028, 0.154], [-0.165, -0.041, 0.151], [-0.125, 0.093, -0.070], [0.235, 0.022, 0.042], [0.050, 0.515, -0.017], [-0.825, -0.429, -0.506], [-0.184, -0.228, -0.476]]
}



[2]
{
  "formula": "C5H7N2O",
  "method": "the ωB97M-V functional and the def2-TZVPD basis",
  "molar_mass_g_mol": 111.12,
  "de_lowest_ev": 3.245,
  "e_lumo_ev": [4.28, 4.28],
  "total_charge": -1,
  "orbital_gap_ev": [6.3, 6.3],
  "max_force_ev_per_a": 4.4,
  "symbols": ["N", "O", "C", "C", "C", "C", "C", "N", "H", "H", "H", "H", "H", "H", "H"],
  "coordinates": [[2.6124, 0.3672, -0.2456], [2.0210, -0.8177, -0.6900], [0.6779, -1.1684, -0.2864], [-0.3288, -0.1158, -1.1477], [-0.3298, 1.0912, -0.1984], [0.3229, 0.9939, 0.9981], [0.9449, -0.1054, 1.6217], [0.7831, -1.2974, 1.1026], [2.3240, 1.1367, -0.9939], [0.3796, -2.1455, -0.7444], [-1.3337, -0.3851, -1.5444], [0.3003, 0.2615, -1.9237], [-0.5458, 2.0958, -0.6242], [0.4000, 1.9536, 1.6046], [1.4867, -0.0350, 2.6263]],
  "forces_ev_per_angstrom": [[-0.192, 1.301, -0.754], [0.465, -1.089, -1.315], [-1.958, -0.405, -3.059], [0.977, 0.864, 3.459], [0.001, -0.377, 0.483], [-0.857, 4.288, -0.391], [0.611, -2.252, 0.803], [0.074, 1.049, 0.997], [-0.028, -1.549, 1.699], [1.025, 0.428, 0.345], [0.687, -0.289, 0.464], [0.544, -0.427, -1.142], [-0.257, -0.683, 0.647], [-0.006, -1.000, -0.899], [-1.087, 0.140, -1.336]]
}



[3]
{
  "formula": "C5H7N2O",
  "method": "the ωB97M-V functional and the def2-TZVPD basis",
  "molar_mass_g_mol": 111.12,
  "de_lowest_ev": 2.977,
  "e_lumo_ev": -5.26,
  "total_charge": 1,
  "orbital_gap_ev": 8.7,
  "max_force_ev_per_a": 4.1,
  "symbols": ["C", "C", "C", "C", "C", "N", "N", "O", "H", "H", "H", "H", "H", "H", "H"],
  "coordinates": [[0.0005, 0.3235, -0.6620], [0.1971, 2.4889, -1.0471], [0.5540, 1.3413, -1.7143], [-0.6813, -0.7964, 0.7384], [-0.0161, -1.3946, 1.9497], [-0.5125, 0.6255, 0.5088], [0.0493, -1.0225, -0.5395], [-0.0265, 3.4479, -0.5583], [1.6663, 1.1636, -1.9111], [0.0633, 1.3427, -2.8079], [-1.6209, -1.2546, 0.5929], [-0.7412, -1.3257, 2.8258], [1.0204, -0.8971, 2.2977], [0.1976, -2.3939, 1.6394], [-0.1499, -1.6486, -1.3125]],
  "forces_ev_per_angstrom": [[-0.522, -0.052, 1.342], [0.784, 1.178, -0.169], [0.033, -3.365, -2.370], [1.770, -0.567, 0.089], [1.172, 1.797, 1.800], [-0.110, 1.734, -1.456], [1.168, -0.632, -1.830], [-0.624, 1.425, 0.863], [-1.240, 0.729, 0.596], [0.649, -0.087, 2.423], [-1.612, 0.286, 0.113], [1.055, -0.351, -1.097], [-2.459, -0.915, -1.100], [0.056, -0.939, 0.454], [-0.119, -0.242, 0.341]]
}



[4]
{
  "formula": "C5H7N2O2S",
  "method": "the ωB97M-V functional and the def2-TZVPD basis",
  "molar_mass_g_mol": 159.19,
  "de_lowest_ev": 6.626,
  "e_lumo_ev": [3.41, 3.41],
  "total_charge": -1,
  "orbital_gap_ev": [4.7, 4.7],
  "max_force_ev_per_a": 4.0,
  "symbols": ["C", "C", "C", "C", "C", "N", "N", "O", "O", "S", "H", "H", "H", "H", "H", "H", "H"],
  "coordinates": [[0.3774, -0.0546, -1.3931], [-0.9252, 0.3738, -1.7826], [0.6486, -0.2325, -0.0350], [-1.0033, 1.2997, 0.5982], [-0.3165, -0.4712, 2.2767], [-0.2479, 0.2060, 0.9611], [1.4853, -0.4529, -2.3157], [1.7442, -1.0146, 0.4590], [-2.1102, 1.4719, 1.3722], [-1.4892, 0.9747, -3.1776], [0.2434, -1.3343, 2.2269], [0.2202, 0.2338, 2.9171], [-1.3720, -0.7143, 2.6581], [1.1471, -0.2894, -3.3424], [1.7381, -1.3845, -2.1995], [2.4422, -0.8935, -0.1289], [-2.5822, 2.2818, 0.9054]],
  "forces_ev_per_angstrom": [[1.343, -0.542, 0.700], [-0.004, -0.263, 1.674], [-0.592, -0.789, 0.052], [0.779, 0.074, -1.197], [-1.630, 2.064, -0.024], [-0.131, -0.069, -0.832], [-2.309, 2.791, -1.719], [-2.861, 0.842, 1.230], [-1.527, 1.783, -1.091], [0.258, 0.342, -0.984], [1.110, -1.962, -0.124], [-0.434, -0.325, 0.664], [1.492, 0.682, -0.823], [0.673, -0.395, 2.596], [0.266, -2.046, 0.050], [1.933, 0.447, -1.752], [1.632, -2.634, 1.581]]
}



[5]
{
  "formula": "C5H7N2OS4",
  "method": "the ωB97M-V functional and the def2-TZVPD basis",
  "molar_mass_g_mol": 239.39,
  "de_lowest_ev": 0.005,
  "e_lumo_ev": -5.29,
  "total_charge": 1,
  "orbital_gap_ev": 7.4,
  "max_force_ev_per_a": 5.0,
  "symbols": ["C", "C", "C", "C", "C", "N", "N", "O", "S", "S", "S", "S", "H", "H", "H", "H", "H", "H", "H"],
  "coordinates": [[-3.4189, 1.0462, 1.0114], [0.7643, -0.5339, 0.3336], [0.8673, 1.6802, -0.6843], [-0.5225, -2.3452, -0.8018], [1.3126, -0.2951, 1.7172], [0.7906, 0.2922, -0.6520], [0.2311, -1.7411, 0.1308], [-4.0154, 2.0419, 1.0933], [0.6186, 2.5882, 0.5545], [-0.3147, -2.2155, -2.3630], [1.0260, 2.2665, -2.2915], [-2.5787, -0.1923, 0.8481], [-1.3521, -3.0893, -2.5882], [1.4835, -1.2272, 2.3434], [2.3215, 0.0593, 1.5805], [0.5664, 0.3535, 2.3369], [0.4732, -0.1123, -1.6107], [0.2728, -2.1313, 1.0518], [1.4747, 3.5552, -2.0099]],
  "forces_ev_per_angstrom": [[-2.327, 4.431, 0.237], [0.491, -0.845, 1.313], [0.076, 0.353, -0.746], [-0.649, -1.123, 2.408], [-1.258, -0.129, 1.294], [-0.863, -0.622, -4.073], [0.960, 0.425, 1.320], [0.576, -1.406, 0.034], [-0.115, 1.657, 2.512], [-0.629, -0.278, -2.451], [0.856, 0.870, -1.220], [1.720, -2.996, -0.270], [0.584, 0.545, -0.636], [-0.664, 0.594, -1.185], [0.115, 1.057, 0.289], [1.770, -0.750, -1.228], [0.704, 0.726, 2.118], [-0.747, -1.308, 0.259], [-0.601, -1.200, 0.027]]
}



[6]
{
  "formula": "C5H7N3",
  "method": "the ωB97M-V functional and the def2-TZVPD basis",
  "molar_mass_g_mol": 109.13,
  "de_lowest_ev": 3.341,
  "e_lumo_ev": 0.76,
  "orbital_gap_ev": 9.7,
  "max_force_ev_per_a": 5.0,
  "symbols": ["H", "N", "C", "C", "N", "N", "C", "C", "C", "H", "H", "H", "H", "H", "H"],
  "coordinates": [[2.5084, 2.0347, 0.0294], [1.4266, 1.9012, 0.1639], [1.3252, 0.6557, 0.0380], [2.3916, -0.3638, -0.0299], [3.2349, -1.1998, -0.0207], [0.1196, 0.1504, -0.1280], [-1.2597, 0.8145, -0.1533], [-1.8296, -0.5583, 0.2132], [-0.4758, -1.2197, 0.0148], [-1.4253, 1.1586, -1.2246], [-1.1780, 1.7720, 0.3837], [-1.8931, -0.6731, 1.3292], [-2.6123, -0.8574, -0.4896], [-0.3895, -1.8509, -0.9494], [0.0570, -1.7640, 0.8233]],
  "forces_ev_per_angstrom": [[-2.495, 0.591, 0.738], [4.577, 1.868, -0.476], [-0.706, -1.303, -0.441], [3.044, -2.741, 0.261], [-3.158, 3.146, -0.098], [-3.033, -1.963, -0.379], [3.096, 0.872, -1.832], [0.068, 0.105, 1.665], [2.265, -0.269, -2.105], [-0.196, -0.691, 1.072], [-0.843, -0.722, 0.666], [-1.486, 0.359, -1.102], [-0.185, -0.306, 0.956], [-0.006, 0.984, 1.354], [-0.943, 0.071, -0.277]]
}



[7]
{
  "formula": "C5H7N3",
  "method": "the ωB97M-V functional and the def2-TZVPD basis",
  "molar_mass_g_mol": 109.13,
  "de_lowest_ev": 7.296,
  "e_lumo_ev": -0.10,
  "orbital_gap_ev": 9.1,
  "max_force_ev_per_a": 8.0,
  "symbols": ["C", "C", "C", "C", "C", "H", "H", "H", "H", "H", "H", "H", "N", "N", "N"],
  "coordinates": [[1.1345, 0.1363, 1.1137], [0.8834, 0.9800, -0.2206], [0.7312, -0.9630, 0.0954], [-0.7305, -1.4692, 0.0777], [-0.5028, 1.4468, -0.1066], [2.2725, -0.1519, 1.4048], [0.6949, 0.4189, 2.1020], [1.6239, 1.8715, -0.7267], [1.2338, -0.4468, -1.9414], [1.3547, -1.8671, 0.3285], [-1.0769, -2.5306, 0.0154], [-0.7472, 2.6520, -0.0801], [1.4309, -0.2533, -0.9130], [-1.7237, -0.7041, -0.1853], [-1.7717, 0.8530, 0.1183]],
  "forces_ev_per_angstrom": [[2.440, 0.152, 0.746], [5.030, 2.456, -1.773], [1.226, -5.461, 3.834], [-0.680, 2.222, -1.959], [-7.795, 1.442, 0.661], [-2.451, 1.316, -1.151], [-0.490, -0.379, -1.299], [-2.187, -1.738, 2.241], [-0.263, 0.476, 1.783], [-0.793, 0.149, -0.061], [1.167, 0.628, -0.058], [1.278, -3.068, 0.117], [-2.537, 1.347, -2.430], [-1.139, 1.405, 1.892], [7.194, -0.948, -2.543]]
}



[8]
{
  "formula": "C5H7N3",
  "method": "the ωB97M-V functional and the def2-TZVPD basis",
  "molar_mass_g_mol": 109.13,
  "de_lowest_ev": 2.359,
  "e_lumo_ev": 0.64,
  "orbital_gap_ev": 9.0,
  "max_force_ev_per_a": 3.2,
  "symbols": ["C", "N", "N", "C", "C", "C", "C", "N", "H", "H", "H", "H", "H", "H", "H"],
  "coordinates": [[3.1414, 0.0316, 0.0129], [1.7032, 0.2593, -0.0674], [0.8987, -0.6535, -0.0250], [-0.4866, -0.3442, -0.0043], [-1.5361, -1.2105, -0.0262], [-2.7013, -0.4049, -0.0136], [-2.2723, 0.9273, -0.0277], [-0.8867, 0.9164, -0.0277], [3.5641, 1.0365, 0.1356], [3.3521, -0.6277, 0.8910], [3.4981, -0.4302, -0.9054], [-1.3962, -2.2807, -0.0771], [-3.7168, -0.7694, 0.1008], [-2.8628, 1.8517, 0.0686], [-0.2988, 1.6983, -0.0344]],
  "forces_ev_per_angstrom": [[-0.586, -0.660, 0.726], [-0.914, 2.348, -0.120], [0.175, -2.362, 0.330], [2.729, -0.608, -0.546], [-0.054, -0.238, 0.051], [0.222, 0.663, 0.157], [-0.270, -0.380, 0.363], [-3.092, 0.636, 0.087], [0.175, -0.533, 0.016], [0.083, 0.483, -0.699], [0.119, -0.066, -0.036], [-0.302, 0.093, 0.133], [0.197, 0.270, -0.258], [0.568, -0.640, -0.201], [0.950, 0.994, -0.002]]
}



[9]
{
  "formula": "C5H7N3",
  "method": "the ωB97M-V functional and the def2-TZVPD basis",
  "molar_mass_g_mol": 109.13,
  "de_lowest_ev": 2.629,
  "e_lumo_ev": -0.43,
  "orbital_gap_ev": 9.4,
  "max_force_ev_per_a": 3.1,
  "symbols": ["H", "N", "C", "C", "C", "C", "C", "N", "N", "H", "H", "H", "H", "H", "H"],
  "coordinates": [[2.6692, -1.6255, 0.1370], [2.9011, -0.6433, 0.2913], [1.7513, -0.1363, 0.1403], [1.3089, 1.2425, -0.0882], [-0.0264, 1.2961, -0.1496], [-0.5363, -0.2008, -0.2506], [-2.0373, -0.5245, -0.4605], [-2.8553, 0.1354, 0.5916], [0.4988, -0.9671, -0.1917], [1.9394, 2.1024, 0.0647], [-0.6746, 2.1398, -0.2523], [-2.1549, -1.6241, -0.4625], [-2.2335, -0.0916, -1.4577], [-3.7165, -0.3333, 0.6150], [-2.4027, -0.3038, 1.3690]],
  "forces_ev_per_angstrom": [[0.684, -0.539, 0.415], [-1.397, 0.121, -0.199], [-1.917, -0.423, -2.410], [-0.503, 1.076, 1.806], [-0.176, -1.982, -0.679], [1.780, 1.735, 0.441], [1.447, 0.033, -0.638], [2.205, -0.159, -0.613], [-0.292, -0.314, 0.983], [0.214, 0.034, -0.241], [-0.113, 0.405, 0.041], [0.065, 0.461, -0.279], [-0.336, -0.358, 0.324], [-1.788, -0.464, -0.343], [0.127, 0.374, 1.390]]
}



[10]
{
  "formula": "C5H7N3",
  "method": "the ωB97M-V functional and the def2-TZVPD basis",
  "molar_mass_g_mol": 109.13,
  "de_lowest_ev": 5.154,
  "e_lumo_ev": 0.37,
  "orbital_gap_ev": 8.7,
  "max_force_ev_per_a": 6.1,
  "symbols": ["H", "N", "C", "C", "C", "C", "C", "N", "N", "H", "H", "H", "H", "H", "H"],
  "coordinates": [[2.5212, 1.5413, -0.0369], [1.5321, 1.9032, -0.1253], [0.5712, 1.1550, -0.1098], [-0.8199, 1.5333, -0.0001], [-1.9387, 0.7135, 0.1897], [-1.6718, -0.7812, 0.0595], [-0.4672, -1.2074, -0.2004], [0.7022, -0.2834, -0.2075], [2.0191, -0.9879, 0.2067], [-0.7395, 2.6535, 0.1131], [-2.9400, 0.9690, 0.1631], [-2.5876, -1.4887, -0.4015], [-0.0445, -2.3192, -0.6221], [1.7349, -1.3875, 1.2444], [2.1285, -2.0135, -0.2728]],
  "forces_ev_per_angstrom": [[-1.969, -0.009, -0.473], [3.749, 3.085, 0.635], [-0.839, -5.592, -0.005], [-2.293, 1.374, 1.118], [5.236, -1.506, -1.352], [-4.637, 0.098, -2.174], [5.798, -1.341, -1.484], [-0.562, -3.774, 0.601], [-2.453, -2.387, 1.942], [-1.201, -1.115, -0.295], [-1.617, 1.108, 0.420], [2.424, 1.916, 1.943], [-1.839, 3.191, 1.502], [1.041, 1.540, -2.986], [-0.838, 3.413, 0.608]]
}



[11]
{
  "formula": "C5H7N3",
  "method": "the ωB97M-V functional and the def2-TZVPD basis",
  "molar_mass_g_mol": 109.13,
  "de_lowest_ev": 4.059,
  "e_lumo_ev": 0.93,
  "orbital_gap_ev": 8.9,
  "max_force_ev_per_a": 6.7,
  "symbols": ["N", "C", "N", "C", "N", "C", "C", "C", "H", "H", "H", "H", "H", "H", "H"],
  "coordinates": [[-1.1935, 2.2400, 0.4811], [-0.6453, 1.0081, 0.1266], [-1.5318, 0.1136, -0.4577], [-1.1107, -1.0194, -0.6370], [0.2906, -0.9280, -0.4327], [0.5653, 0.3483, 0.0614], [1.8292, -0.2570, 0.7844], [1.6019, -1.5735, 0.0381], [-2.0906, 2.2931, -0.1754], [-0.7118, 2.7957, -0.3174], [-1.5461, -1.7952, -1.1473], [2.7981, 0.3029, 0.6608], [1.8196, -0.3533, 1.8332], [1.2295, -2.4735, 0.6052], [2.1017, -1.7884, -0.8343]],
  "forces_ev_per_angstrom": [[-0.561, 2.783, -4.645], [-0.385, -3.032, -1.084], [-3.977, 5.238, 1.256], [5.861, -2.056, -0.232], [-0.351, -0.130, -0.212], [0.127, -1.608, 1.704], [1.868, 1.993, -1.351], [-4.346, -0.049, 1.524], [1.386, -0.791, 2.500], [-0.055, 0.214, 2.277], [-1.089, -1.818, -0.817], [-0.763, -0.725, -0.551], [-0.902, -0.185, 1.331], [1.347, 0.810, -0.236], [1.838, -0.645, -1.466]]
}



[12]
{
  "formula": "C5H7N3",
  "method": "the ωB97M-V functional and the def2-TZVPD basis",
  "molar_mass_g_mol": 109.13,
  "de_lowest_ev": 4.904,
  "e_lumo_ev": [-0.18, -0.27],
  "orbital_gap_ev": [8.0, 8.5],
  "max_force_ev_per_a": 10.8,
  "symbols": ["C", "N", "C", "N", "C", "C", "C", "N", "H", "H", "H", "H", "H", "H", "H"],
  "coordinates": [[-2.4645, 1.0544, -1.5362], [-1.5785, 0.7011, -0.3955], [-0.1714, 0.0599, -0.8896], [0.6329, -0.3214, 0.0973], [0.5264, -0.2166, 1.4224], [1.6217, -0.7917, 2.0091], [2.4713, -1.0622, 0.9002], [1.8812, -0.8380, -0.2584], [-2.6250, 2.2316, -1.4632], [-3.3175, 0.4354, -1.4189], [-1.9712, 0.7872, -2.4069], [0.1313, 0.2445, -1.8824], [-0.3171, 0.1493, 1.8135], [1.7257, -0.8506, 3.0124], [3.4548, -1.5828, 0.9963]],
  "forces_ev_per_angstrom": [[1.537, 2.485, 2.518], [6.677, -3.386, -2.434], [-9.275, 4.747, 2.988], [2.985, -0.697, -0.915], [1.837, -1.852, 0.135], [-0.838, 1.434, -3.440], [0.503, -1.479, 0.309], [-0.025, 0.195, 0.626], [-0.182, -2.587, -0.338], [-1.274, 0.021, 0.012], [0.608, -0.124, -2.208], [0.577, -0.515, -0.961], [-2.982, 1.336, 1.464], [0.789, -0.348, 2.809], [-0.936, 0.770, -0.564]]
}